[1]
This record from the Open Molecules 2025 dataset describes a structure of composition C49H41BrClN5O3SSrTe. The level of theory is wB97M-V/def2-TZVPD.

ORCA input file:
```
! wB97M-V def2-TZVPD RIJCOSX def2/J DEFGRID3
* xyz -1 2
C -0.39 -3.09 -2.80
C 5.86 0.45 -2.37
Te -0.07 -0.11 0.80
H -2.82 4.02 2.72
N 2.68 0.63 0.33
C -2.65 -0.60 3.24
H 1.26 6.38 -6.12
H 4.37 1.14 3.19
H -3.48 -1.29 3.41
H 2.10 -2.70 4.55
C -1.74 3.89 -3.78
C -2.36 2.19 0.68
C 5.06 0.70 -0.10
C -0.07 1.44 3.56
C -0.64 1.45 2.30
H -6.98 -2.40 1.23
C 1.12 -2.34 4.26
C -0.72 2.97 -3.55
H 0.01 2.37 5.49
C -0.18 -5.48 -3.07
C -0.73 -1.85 -3.44
C 0.07 -5.62 -1.70
H -3.24 1.57 0.84
H -0.48 -2.44 7.26
C -5.24 -3.55 1.71
H 2.65 0.38 -5.68
C 6.12 0.59 -1.05
H -5.71 -0.72 -0.11
H -2.76 0.27 3.89
C 0.15 -2.15 5.22
H -1.57 1.62 0.22
H -2.09 -2.84 0.64
C -5.91 -2.50 1.10
C 3.43 0.47 -1.96
H 0.29 -4.62 0.17
C 2.92 0.39 -4.64
C 4.24 0.96 2.13
H -0.66 -4.13 -4.66
H 2.09 -3.45 1.88
C -0.34 -1.49 2.52
C 5.29 0.91 1.26
H -2.64 3.13 0.19
H 6.67 0.36 -3.08
H 0.98 -3.33 6.82
H -5.78 -4.26 2.32
H 0.67 0.70 3.84
Sr -1.33 0.89 -1.42
H 1.05 -1.59 7.08
C 0.11 -4.52 -0.89
C -3.84 -1.69 0.20
C -0.43 -4.25 -3.60
C 2.95 0.76 1.61
C 0.33 6.53 -5.57
C 2.01 -2.37 1.96
C -1.43 3.32 4.21
O -3.47 0.03 -1.42
C -1.08 -1.66 4.81
H 2.97 -1.99 2.30
H -2.74 -0.25 2.21
C -1.67 2.38 2.01
C -2.04 3.31 2.96
C 1.90 0.42 -3.67
C -3.16 -2.77 0.78
C -3.04 -0.59 -0.43
C -5.21 -1.56 0.35
H 0.23 -6.61 -1.29
H -3.33 -4.51 2.01
Br -2.77 0.76 -4.40
H 0.48 7.33 -4.85
H -1.06 -1.92 -4.50
C 4.22 0.36 -4.23
N 0.21 2.15 -0.38
N 2.14 0.43 -2.37
C -1.40 5.05 -4.43
C 0.90 -2.03 2.92
N -1.82 -0.37 0.10
C 4.51 0.42 -2.86
C 0.82 4.24 -4.65
C 0.44 -2.40 6.68
H 5.03 0.31 -4.94
H -1.86 -1.48 5.55
H 2.12 0.67 2.31
H 1.84 -2.01 0.94
C 3.72 0.60 -0.53
H 1.84 4.30 -5.02
O -0.02 -2.19 -0.61
H 0.86 0.46 -3.94
N 0.47 3.12 -3.98
H 7.14 0.63 -0.69
C 0.72 3.00 0.26
C -0.45 2.38 4.51
C -0.09 -3.18 -1.40
H -2.15 5.81 -4.62
Cl -0.21 -6.91 -4.09
H -1.73 4.04 4.96
C -3.86 -3.69 1.53
H -2.76 3.65 -3.48
C -1.32 -1.28 3.49
S 1.41 4.03 1.28
H 6.31 1.04 1.62
H -0.44 6.85 -6.28
O -0.73 -0.75 -2.91
C -0.09 5.26 -4.88
*
```

Energy above the lowest of the compared OMol25 structures with the same formula, charge and spin (kJ/mol): 889.27
LUMO energy (spin up / spin down) (eV): 1.932 / 1.932

[2]
This record from the Open Molecules 2025 dataset describes a structure of composition C49H42BN7PTc. The level of theory is wB97M-V/def2-TZVPD.

ORCA input file:
```
! wB97M-V def2-TZVPD RIJCOSX def2/J DEFGRID3
* xyz 3 4
H 2.04 5.43 0.37
N -0.33 1.54 -0.27
H 0.83 4.48 2.42
C -2.81 -1.30 0.65
Tc -0.25 -0.56 -0.63
C -7.19 -3.12 2.82
C 1.72 -1.11 -3.09
H -3.37 -4.63 -2.53
C -0.81 1.72 -3.37
C 7.04 -2.10 2.71
H 1.78 0.30 4.62
H -1.36 1.07 -5.34
H -8.13 -3.59 3.06
N 2.28 -0.16 2.64
C 3.12 -0.81 1.74
C 1.10 0.10 2.04
H 6.16 -4.02 3.06
H 2.43 7.71 -0.47
C 5.55 -0.35 2.02
C -4.77 -1.91 2.21
C 0.78 7.67 -1.84
C -0.27 6.92 -2.35
H 2.32 -2.65 -4.46
C -0.37 2.06 0.97
C 1.38 5.85 -0.38
P -0.34 1.12 2.56
C -7.09 -2.29 1.71
C -6.08 -3.35 3.62
C 3.13 -2.96 -2.50
H 0.77 1.79 -6.36
H -0.92 7.34 -3.11
H 2.09 3.28 -2.57
C -2.15 -1.51 -3.00
C -2.93 -1.84 -0.70
C -0.51 5.64 -1.88
H 3.64 -3.87 -2.79
C -1.63 -0.07 2.05
H 2.49 2.91 -4.98
H 8.04 -2.43 2.96
C 0.60 1.94 -5.30
H -2.31 -3.23 -4.26
C -3.50 -1.28 1.84
C 4.70 -2.58 2.45
H 3.87 -3.28 2.50
H -1.33 5.06 -2.27
H -1.78 1.49 -2.94
H 0.58 -5.46 0.42
H 7.65 -0.09 2.29
H -0.84 3.96 2.78
H -4.00 -2.95 3.93
C -3.12 -0.12 4.06
C -2.36 -1.00 -1.71
N -0.14 3.38 0.89
H -5.82 -1.02 0.55
C 2.67 0.22 4.00
C 2.56 -1.38 -0.80
C -3.09 -3.60 -2.30
C 2.40 -0.92 0.58
H 5.38 0.67 1.72
C 1.61 7.13 -0.86
C -2.48 -2.82 -3.28
C -4.87 -2.75 3.31
H 1.52 0.40 -1.60
H -6.15 -4.01 4.47
N 1.17 -0.38 0.81
C 0.16 2.35 -2.58
C 6.83 -0.78 2.34
H 1.18 -0.52 -3.83
H -2.48 0.08 -1.58
H -2.67 0.83 4.31
C 1.57 2.57 -4.53
C -0.03 -3.68 -0.65
H -1.76 -0.87 -3.78
C -0.59 1.52 -4.73
N -0.11 -2.51 -0.66
C 0.07 3.73 -0.42
B 0.07 -5.20 -0.65
C 3.23 -2.52 -1.18
C -5.89 -1.68 1.40
N -2.74 -0.49 2.69
H -1.06 -5.62 -0.75
H -3.74 -3.77 -0.25
C 1.82 -0.65 -1.77
H 3.21 1.17 3.98
H 0.79 -5.49 -1.58
C 0.32 5.10 -0.89
H 3.32 -0.55 4.40
C 2.37 -2.28 -3.45
H 3.79 -3.09 -0.45
H 0.96 8.67 -2.20
H -0.55 5.28 1.64
H -2.80 -0.89 4.76
C 1.35 2.78 -3.18
C -0.17 4.33 2.01
C -3.33 -3.12 -1.01
C -0.05 2.57 -1.14
H -4.21 -0.03 4.10
C 4.48 -1.25 2.08
H -7.96 -2.10 1.09
N -1.66 -0.57 0.82
C 5.99 -3.00 2.77
*
```

Energy above the lowest of the compared OMol25 structures with the same formula, charge and spin (kJ/mol): 3.67
LUMO energy (spin up / spin down) (eV): -9.398 / -10.557

[3]
This record from the Open Molecules 2025 dataset describes a structure of composition C49H44I2N11OTi. The level of theory is wB97M-V/def2-TZVPD.

ORCA input file:
```
! wB97M-V def2-TZVPD RIJCOSX def2/J DEFGRID3
* xyz -1 1
H 4.88 -2.49 0.45
C -4.71 3.55 -2.27
C 0.62 6.52 2.22
I -3.98 -4.39 1.41
C 2.51 -3.57 1.43
H 1.61 6.42 1.79
H 3.24 4.26 -1.16
H 1.61 4.81 0.36
C -5.13 1.67 -3.86
C -2.02 -2.62 -0.29
H -3.68 0.21 -4.12
C 2.28 -6.16 -0.27
H 0.90 8.58 2.73
C 2.83 -3.13 3.85
N -3.08 1.95 -0.70
H 3.57 -0.53 -1.80
C 3.11 -2.82 2.53
H 1.04 -5.95 3.45
C -3.06 -2.69 0.64
Ti 0.85 -0.02 -0.31
C -0.08 -5.45 0.30
C 2.03 -4.21 4.21
C -4.11 4.06 -1.13
H 1.95 -7.06 -0.81
C 0.00 -1.86 2.06
C 1.30 -5.83 0.86
C -0.24 5.42 2.28
C 1.07 3.95 0.74
C -3.30 3.22 -0.38
C -4.45 2.23 -2.65
H -0.67 -3.09 3.68
C -1.49 5.65 2.87
H 0.01 -4.58 -0.34
C 0.23 7.73 2.75
H -2.10 -0.57 -6.13
C 2.35 2.34 -0.72
C -0.07 -1.76 -3.04
H -1.59 0.89 4.04
N 2.64 -3.16 0.18
H -2.53 0.42 0.16
H 5.29 1.03 -2.66
H -0.77 -5.23 1.11
C 5.24 -2.08 1.39
C -1.56 -0.91 -5.25
C -0.15 1.69 1.76
H -2.23 4.87 2.93
H 2.36 -5.33 -0.96
H -4.27 5.08 -0.82
H 2.76 -0.98 0.70
N 2.40 0.98 -0.96
C -1.08 0.05 -4.32
I 1.29 -2.48 -1.48
C -0.39 -0.38 -3.15
C -1.27 1.43 -4.55
C 3.48 0.54 -1.65
N 0.10 -0.63 1.54
H -3.43 0.43 -2.03
C -1.78 6.91 3.38
C -0.29 1.89 -2.40
C 1.82 -4.79 1.84
H -1.73 -2.98 -5.74
H -5.36 4.15 -2.89
H 5.83 -2.84 1.91
C 4.42 1.40 -2.14
C 4.04 -1.66 2.24
H -2.80 3.57 0.52
C 1.33 2.71 0.20
H -0.30 -3.71 -3.84
N -1.68 -1.36 -0.52
H 3.24 -2.50 4.64
N -1.23 -1.12 3.96
H 4.42 -1.29 3.20
H 1.79 -4.42 5.24
C -3.35 -1.38 0.97
H -5.03 0.15 -5.19
H -1.74 1.76 -5.47
C -0.87 2.33 -3.61
H 5.89 -1.22 1.18
H 2.52 -0.13 2.27
N 0.61 1.60 0.61
C -0.04 0.56 -2.13
H 3.27 -6.35 0.15
C -1.34 -2.25 -5.05
C -3.64 1.48 -1.81
N -2.50 -0.62 0.26
C 3.31 3.18 -1.30
C -1.12 0.10 3.47
H -1.53 -3.44 -0.79
C 1.58 -5.04 3.19
C 0.11 4.10 1.75
H 3.92 0.28 1.26
H -1.00 3.40 -3.78
O -6.09 2.22 -4.36
C -0.55 -2.66 -3.95
H 0.47 -2.67 1.51
N 4.33 2.75 -2.00
H -0.06 2.65 -1.67
C -0.44 2.92 2.30
H -2.74 7.10 3.85
H -0.49 -6.28 -0.29
H -4.07 -0.97 1.66
H 1.17 -6.75 1.45
N -4.62 0.51 -4.35
H -1.05 2.97 3.19
C 3.26 -0.53 1.58
C -0.63 -2.10 3.26
N -0.95 7.94 3.33
C -0.44 0.39 2.29
*
```

LUMO energy (spin up / spin down) (eV): 0.865 / 0.875

Please write out number 1 again, unchanged.
This record from the Open Molecules 2025 dataset describes a structure of composition C49H41BrClN5O3SSrTe. The level of theory is wB97M-V/def2-TZVPD.

ORCA input file:
```
! wB97M-V def2-TZVPD RIJCOSX def2/J DEFGRID3
* xyz -1 2
C -0.39 -3.09 -2.80
C 5.86 0.45 -2.37
Te -0.07 -0.11 0.80
H -2.82 4.02 2.72
N 2.68 0.63 0.33
C -2.65 -0.60 3.24
H 1.26 6.38 -6.12
H 4.37 1.14 3.19
H -3.48 -1.29 3.41
H 2.10 -2.70 4.55
C -1.74 3.89 -3.78
C -2.36 2.19 0.68
C 5.06 0.70 -0.10
C -0.07 1.44 3.56
C -0.64 1.45 2.30
H -6.98 -2.40 1.23
C 1.12 -2.34 4.26
C -0.72 2.97 -3.55
H 0.01 2.37 5.49
C -0.18 -5.48 -3.07
C -0.73 -1.85 -3.44
C 0.07 -5.62 -1.70
H -3.24 1.57 0.84
H -0.48 -2.44 7.26
C -5.24 -3.55 1.71
H 2.65 0.38 -5.68
C 6.12 0.59 -1.05
H -5.71 -0.72 -0.11
H -2.76 0.27 3.89
C 0.15 -2.15 5.22
H -1.57 1.62 0.22
H -2.09 -2.84 0.64
C -5.91 -2.50 1.10
C 3.43 0.47 -1.96
H 0.29 -4.62 0.17
C 2.92 0.39 -4.64
C 4.24 0.96 2.13
H -0.66 -4.13 -4.66
H 2.09 -3.45 1.88
C -0.34 -1.49 2.52
C 5.29 0.91 1.26
H -2.64 3.13 0.19
H 6.67 0.36 -3.08
H 0.98 -3.33 6.82
H -5.78 -4.26 2.32
H 0.67 0.70 3.84
Sr -1.33 0.89 -1.42
H 1.05 -1.59 7.08
C 0.11 -4.52 -0.89
C -3.84 -1.69 0.20
C -0.43 -4.25 -3.60
C 2.95 0.76 1.61
C 0.33 6.53 -5.57
C 2.01 -2.37 1.96
C -1.43 3.32 4.21
O -3.47 0.03 -1.42
C -1.08 -1.66 4.81
H 2.97 -1.99 2.30
H -2.74 -0.25 2.21
C -1.67 2.38 2.01
C -2.04 3.31 2.96
C 1.90 0.42 -3.67
C -3.16 -2.77 0.78
C -3.04 -0.59 -0.43
C -5.21 -1.56 0.35
H 0.23 -6.61 -1.29
H -3.33 -4.51 2.01
Br -2.77 0.76 -4.40
H 0.48 7.33 -4.85
H -1.06 -1.92 -4.50
C 4.22 0.36 -4.23
N 0.21 2.15 -0.38
N 2.14 0.43 -2.37
C -1.40 5.05 -4.43
C 0.90 -2.03 2.92
N -1.82 -0.37 0.10
C 4.51 0.42 -2.86
C 0.82 4.24 -4.65
C 0.44 -2.40 6.68
H 5.03 0.31 -4.94
H -1.86 -1.48 5.55
H 2.12 0.67 2.31
H 1.84 -2.01 0.94
C 3.72 0.60 -0.53
H 1.84 4.30 -5.02
O -0.02 -2.19 -0.61
H 0.86 0.46 -3.94
N 0.47 3.12 -3.98
H 7.14 0.63 -0.69
C 0.72 3.00 0.26
C -0.45 2.38 4.51
C -0.09 -3.18 -1.40
H -2.15 5.81 -4.62
Cl -0.21 -6.91 -4.09
H -1.73 4.04 4.96
C -3.86 -3.69 1.53
H -2.76 3.65 -3.48
C -1.32 -1.28 3.49
S 1.41 4.03 1.28
H 6.31 1.04 1.62
H -0.44 6.85 -6.28
O -0.73 -0.75 -2.91
C -0.09 5.26 -4.88
*
```

Energy above the lowest of the compared OMol25 structures with the same formula, charge and spin (kJ/mol): 889.27
LUMO energy (spin up / spin down) (eV): 1.932 / 1.932